Entry from the OMol25 dataset: a structure of composition C28H28MoN6Si2 (ωB97M-V with the def2-TZVPD basis set).

Geometry as XYZ:
```
65
Properties=species:S:1:pos:R:3:forces:R:3
Mo 0.007273 -1.210694 -0.028174 -0.213 0.045 -0.080
C -1.168293 -1.380853 4.260166 0.011 -0.027 -0.004
C -0.779318 -1.744984 2.975676 -0.022 -0.004 -0.004
N -0.432127 -0.818829 2.067054 -0.071 0.012 0.024
C -0.445424 0.474981 2.469023 0.008 -0.015 0.007
C -0.870040 0.806838 3.749412 0.016 -0.002 -0.004
N -1.233715 -0.112660 4.631933 -0.007 0.020 -0.005
C 0.117823 1.416625 1.496728 -0.003 0.022 0.005
C 0.296397 2.757672 1.705055 0.005 -0.026 -0.004
C 0.951498 3.551555 0.735566 -0.001 0.023 -0.005
C 1.438112 2.869955 -0.404812 -0.014 -0.029 0.003
C 1.233842 1.523704 -0.550765 0.001 0.002 -0.004
N 0.539157 0.791649 0.366474 0.157 0.007 0.007
C 1.782847 0.698226 -1.632930 0.002 0.006 0.017
C 2.616872 1.170474 -2.640125 0.018 -0.001 0.031
N 3.144897 0.371991 -3.556713 -0.011 0.019 -0.008
C 2.861688 -0.918133 -3.481466 0.009 -0.027 0.018
C 2.028699 -1.421810 -2.487223 -0.004 0.001 -0.033
N 1.474585 -0.622470 -1.562845 0.014 0.046 -0.106
C 1.147317 4.976988 0.914658 -0.007 -0.003 0.016
C 1.145909 5.552042 2.192605 0.009 0.026 0.052
C 1.350514 6.919488 2.305537 -0.030 -0.108 -0.025
N 1.519220 7.707986 1.250565 0.024 0.154 0.013
C 1.511178 7.176761 0.033073 -0.008 -0.105 0.001
C 1.344293 5.818269 -0.188611 0.011 0.039 -0.055
H -1.438211 -2.136293 4.989238 -0.002 -0.005 -0.006
H -0.761990 -2.781560 2.682859 -0.007 0.000 0.007
H -0.906704 1.837853 4.079381 -0.003 0.003 -0.004
H -0.068184 3.217530 2.611548 -0.002 0.003 0.004
H 2.020307 3.411632 -1.135303 0.003 0.005 -0.002
H 2.877920 2.219626 -2.705349 -0.005 0.004 -0.005
H 3.305014 -1.577952 -4.218710 -0.011 -0.006 -0.002
H 1.802260 -2.475052 -2.459331 -0.017 -0.036 0.011
H 1.047879 4.963687 3.095043 -0.004 -0.008 -0.004
H 1.378138 7.396874 3.277199 0.007 0.000 0.006
H 1.644230 7.861688 -0.795169 -0.003 0.003 -0.006
H 1.321058 5.453297 -1.207058 0.000 -0.006 0.003
C -2.731649 0.971415 -0.908959 0.063 0.008 0.028
Si -1.627294 -0.331080 -1.570746 0.032 0.288 -0.164
C -1.479763 -0.557455 -3.381553 0.052 -0.010 0.022
C -1.842376 -2.095669 -0.595005 -0.113 -0.243 0.272
C -3.172283 -2.435439 -0.960858 0.043 0.095 -0.027
C -3.656232 -3.676052 -0.600864 -0.043 -0.008 -0.029
C -2.893223 -4.563350 0.177377 0.062 -0.018 0.074
C -1.616471 -4.224309 0.597920 0.015 0.000 -0.037
C -1.086346 -2.993553 0.162041 0.041 -0.279 -0.094
Si 0.843119 -3.604819 -0.145167 0.023 0.111 0.047
C 1.769564 -4.129262 1.345294 -0.020 0.037 0.033
C 0.949688 -4.634467 -1.661054 0.025 -0.003 0.029
H -3.679875 0.978714 -1.456715 -0.001 -0.022 -0.021
H -2.254369 1.939157 -1.106710 -0.036 0.008 0.014
H -2.938475 0.888739 0.157783 0.017 -0.008 0.002
H -2.451693 -0.839353 -3.802018 -0.027 0.013 0.026
H -0.746911 -1.303482 -3.688280 -0.007 0.011 0.003
H -1.220527 0.408969 -3.828989 0.010 -0.015 -0.020
H -3.840794 -1.758230 -1.483224 0.013 0.018 -0.003
H -4.668392 -3.947931 -0.878223 -0.001 -0.005 0.008
H -3.331012 -5.503661 0.493542 0.006 -0.007 -0.010
H -1.073177 -4.900824 1.252004 0.001 0.004 -0.003
H 1.779867 -5.222644 1.411281 -0.014 0.001 -0.009
H 1.413969 -3.710014 2.285858 0.007 0.000 -0.002
H 2.814414 -3.817982 1.219007 0.006 -0.019 -0.013
H 0.536584 -5.620210 -1.410384 0.009 0.009 0.005
H 1.995081 -4.812517 -1.934312 0.003 0.013 0.003
H 0.403680 -4.250767 -2.523258 -0.016 -0.011 0.009
```
Positions in Å, forces in eV/Å.

Output
Kohn-Sham gap, eV: 3.94
Total charge: +4
Multiplicity: 1
LUMO energy, eV: -14.51
E, eV: -56000.071
Energy relative to the best compared isomer or geometry (same formula, charge and spin), kcal/mol: 6.4